Arrangement w

8
Properties=species:S:1:pos:R:3 method="wB97M-V/def2-TZVPD" smiles="O=C/C(Cl)=C(/F)Cl" homo_energy_ev=-9.98 lumo_energy_ev=-0.27
O -1.43764 -1.42250 -0.13526
C -1.26853 -0.35367 0.34089
C 0.01658 0.39186 0.09435
Cl -0.12648 2.07503 0.63185
C 1.15776 -0.06164 -0.42077
F 2.23330 0.74704 -0.47970
Cl 1.39590 -1.66504 -0.88743
H -1.97090 0.28893 0.85608



Arrangement x

8
Properties=species:S:1:pos:R:3 method="wB97M-V/def2-TZVPD" homo_energy_ev=-9.24 lumo_energy_ev=-0.89
C -1.01959 -0.12824 -1.05003
C -1.03441 0.36775 0.14703
C 1.22422 -0.46977 1.02862
O -1.06541 -0.54716 -2.10654
F -0.76971 1.72275 0.40903
Cl 2.00950 0.93446 0.51519
Cl 1.75223 -1.69606 -0.00396
H -1.09684 -0.18373 1.06065



Short version: arrangement w is the most stable of them.



Arrangement w

14
Properties=species:S:1:pos:R:3 method="wB97M-V/def2-TZVPD" homo_energy_ev="-5.90 / -8.38" multiplicity=3 lumo_energy_ev="0.86 / -2.29"
C -0.91618 -0.23445 -0.78386
C 1.12220 -0.13692 0.58153
C -2.01573 -0.25862 -1.79345
C 1.53491 0.02669 2.04729
P -0.12420 -1.39867 0.10342
P -0.13377 1.21297 -0.02265
H 1.83249 -0.37693 -0.11962
H -3.01222 0.24222 -1.31910
H -2.20513 -1.34188 -2.17178
H -1.70246 0.32771 -2.54256
H 0.67669 -0.42987 2.72863
H 1.66428 1.08510 2.43415
H 2.53408 -0.39397 2.08419
H 0.74504 1.67661 -1.22618



Arrangement x

14
Properties=species:S:1:pos:R:3 method="wB97M-V/def2-TZVPD" homo_energy_ev="-6.33 / -8.73" multiplicity=3 lumo_energy_ev="0.83 / -2.22"
C -2.28686 -0.28655 -0.18621
C 2.10644 0.02577 0.14065
C -2.97457 0.95811 -0.41243
C 1.97749 -1.35354 0.64795
P -1.30676 -1.47674 -0.06035
P 1.03586 0.88032 -0.87340
H 3.06113 0.48480 0.32191
H -2.19611 1.67325 0.06770
H -3.79967 1.23836 0.23479
H -3.23566 1.08943 -1.46757
H 3.00638 -1.74938 0.77488
H 1.26984 -1.95721 0.14364
H 1.58331 -1.52257 1.71263
H 1.75916 1.99595 -1.04418



Short version: arrangement w is the most stable of them.



Arrangement w

19
Properties=species:S:1:pos:R:3 method="wB97M-V/def2-TZVPD" smiles="CSCC#CNC(=O)NC=O" homo_energy_ev=-8.93 lumo_energy_ev=0.49
C -2.62179 -0.99885 -1.05459
S -3.38113 0.47915 -0.32820
C -2.31303 0.64805 1.16646
C -0.96411 0.96987 0.79546
C 0.15678 1.03371 0.34974
N 1.33809 1.48443 -0.11598
C 2.60481 0.99655 -0.26531
O 3.48739 1.76199 -0.58376
N 2.92146 -0.35003 -0.09384
C 2.22188 -1.48063 0.20740
O 2.72795 -2.56401 0.27722
H -2.97587 -1.06174 -2.07942
H -1.54062 -0.88404 -1.04072
H -2.92816 -1.88367 -0.49937
H -2.36301 -0.28436 1.73074
H -2.75313 1.45820 1.74613
H 1.32721 2.48007 -0.32633
H 3.90884 -0.51505 -0.26893
H 1.14644 -1.28964 0.38329



Arrangement x

19
Properties=species:S:1:pos:R:3 method="wB97M-V/def2-TZVPD" smiles="CCOC(=O)c1csc(N)n1" homo_energy_ev=-8.53 lumo_energy_ev=0.50
C -3.41020 -0.37186 0.82871
C -2.71964 -0.19073 -0.52314
O -1.24854 -0.55986 -0.26496
C -0.42979 0.52621 -0.23046
O -0.73620 1.63960 -0.22414
C 1.04793 0.04105 -0.12099
C 1.47501 -1.23399 -0.16194
S 3.11539 -1.39524 -0.03857
C 3.16537 0.42342 0.10458
N 4.36992 1.07453 0.28801
N 2.06559 0.97837 0.07298
H -3.03508 0.14529 1.55505
H -4.47140 -0.26955 0.56966
H -3.30009 -1.51518 0.99276
H -3.00870 -0.91399 -1.30944
H -2.90417 1.00308 -1.02460
H 0.66018 -2.09385 -0.15787
H 5.24261 0.59246 -0.38505
H 4.12182 2.12023 0.02941



Short version: arrangement w is the most stable of them.



Arrangement w

31
Properties=species:S:1:pos:R:3 method="wB97M-V/def2-TZVPD" smiles=CC[Si](CC)(n1ccnc1)n1ccnc1 homo_energy_ev=-8.01 lumo_energy_ev=0.34
C -0.37446 1.12033 2.94974
C 0.61058 1.44894 1.82976
Si 0.29681 0.54228 0.19743
C 0.41914 1.74818 -1.29105
C 1.82385 1.80574 -1.89235
N -1.70552 -0.26655 -0.05365
C -2.05909 -1.51907 0.39443
C -3.44626 -1.61771 -0.03904
N -3.84083 -0.47590 -0.67071
C -2.79206 0.26299 -0.68300
N 0.98493 -1.07333 -0.25166
C 1.18872 -1.63417 -1.49806
C 2.01464 -2.70209 -1.27946
N 2.29201 -2.85473 0.06923
C 1.60370 -1.91337 0.62167
H -1.32447 1.42464 2.70454
H -0.43903 0.09879 3.39116
H -0.07818 1.75794 3.74409
H 1.62991 1.35956 2.24880
H 0.33317 2.63263 1.56451
H -0.35016 1.26264 -1.90545
H -0.03351 2.85401 -1.01124
H 2.63846 1.71568 -1.18291
H 1.91609 0.93518 -2.55350
H 2.12768 2.64654 -2.49447
H -1.47370 -2.22461 1.06153
H -4.17162 -2.39636 0.00178
H -2.78805 1.20338 -1.07406
H 0.78182 -1.19783 -2.45865
H 2.49554 -3.31914 -2.02337
H 1.71992 -1.62457 1.58393



Arrangement x

31
Properties=species:S:1:pos:R:3 method="wB97M-V/def2-TZVPD" smiles=CC[Si](CC)(n1ccnc1)n1ccnc1 homo_energy_ev=-8.74 lumo_energy_ev=0.54
C 0.79001 -0.31267 2.57000
C 0.35074 -1.37172 1.48519
Si -0.09699 -0.57231 -0.19192
C 0.00841 -1.56439 -1.81287
C 1.34687 -2.21149 -1.99922
N 1.01102 1.08821 -0.25092
C 0.80695 2.13114 0.67509
C 1.86848 2.98589 0.50674
N 2.67780 2.47398 -0.47222
C 2.15871 1.40868 -0.93936
N -1.73519 0.07797 0.03408
C -2.29277 0.82732 -0.95142
C -3.60110 1.00232 -0.65738
N -3.87079 0.29284 0.44733
C -2.79133 -0.28689 0.84184
H 1.92534 -0.26285 2.58218
H 0.27702 0.56052 2.31825
H 0.57910 -0.78234 3.56897
H -0.56726 -1.88146 1.81560
H 1.24024 -2.08996 1.41421
H -0.84953 -2.26692 -1.71984
H -0.37234 -1.11994 -2.78814
H 2.06879 -1.39807 -2.05391
H 1.56462 -2.90888 -1.22575
H 1.33705 -2.44526 -3.14530
H 0.09875 2.18119 1.40121
H 2.08897 3.75136 1.17045
H 2.67586 0.74409 -1.50646
H -1.71062 1.18614 -1.77429
H -4.35594 1.58039 -1.15594
H -2.63088 -0.81691 1.81382



Short version: arrangement x is the most stable of them.



Arrangement w

24
Properties=species:S:1:pos:R:3 method="wB97M-V/def2-TZVPD" smiles="[H]/N=N/[C@H]1c2ccccc2C[N@@H+]1C" homo_energy_ev=-12.84 charge=+1 lumo_energy_ev=-3.33
H -1.46910 -3.63737 -1.11126
N -1.09503 -2.88672 -0.46769
N -1.28606 -1.80197 -1.01169
C -0.93777 -0.71905 0.07411
C 0.52635 -0.38898 0.07376
C 1.44583 -1.28880 0.53545
C 2.78924 -0.97106 0.39580
C 3.17378 0.25472 -0.10811
C 2.17284 1.21605 -0.49329
C 0.83531 0.87255 -0.43000
C -0.50720 1.54659 -0.55972
N -1.61035 0.60069 -0.26801
C -2.57389 1.00485 0.83340
H -1.24697 -1.06446 1.03518
H 1.11995 -2.16853 1.14203
H 3.47602 -1.64633 0.86510
H 4.19163 0.44434 -0.12737
H 2.59221 2.21691 -0.74342
H -0.42165 2.36763 0.22216
H -0.71875 2.01582 -1.55614
H -2.08881 0.65190 -1.25415
H -2.16437 0.65491 1.81722
H -2.61824 2.03723 0.52759
H -3.58495 0.68909 0.60905



Arrangement x

24
Properties=species:S:1:pos:R:3 method="wB97M-V/def2-TZVPD" homo_energy_ev=-11.44 charge=+1 lumo_energy_ev=-3.26
C -3.20894 -0.37155 -0.35699
C -2.84242 0.98078 -0.21063
C -2.20760 -1.32101 -0.12637
C -1.64130 1.37938 0.23647
C -0.90664 -0.92882 0.23826
C -0.63234 0.43294 0.52267
C 1.59395 1.44198 0.47588
C 1.91914 0.71057 -0.87283
C 1.38554 -1.07219 0.82423
N 0.22473 -1.76590 0.38790
N 0.61089 0.61000 1.09569
N 2.25661 -0.69508 -0.43074
H -4.30290 -0.81226 -0.49081
H -3.60543 1.75071 -0.53337
H -2.37727 -2.35470 -0.01753
H -1.23547 2.42321 0.21100
H 2.53593 1.61616 1.09368
H 1.06678 2.36545 0.22436
H 1.00752 0.72318 -1.56937
H 2.63907 1.11904 -1.54149
H 2.05523 -1.28675 1.52594
H 0.15706 -2.80746 0.68274
H 2.21556 -1.38857 -1.16560
H 3.29231 -0.74913 -0.20308



Short version: arrangement x is the most stable of them.



Arrangement w

16
Properties=species:S:1:pos:R:3 method="wB97M-V/def2-TZVPD" homo_energy_ev=-9.07 lumo_energy_ev=0.72
C -1.00027 0.00033 0.01282
C 0.01414 -0.76898 -0.89485
C 1.00979 -0.13154 0.07474
C -0.04973 -0.39617 1.24205
C 0.78316 1.25138 -0.21215
C -0.56899 1.50881 -0.10645
H -3.43348 0.51728 0.57539
H -0.00744 -1.88876 -0.41253
H 0.32486 -0.71394 -2.10619
H 2.87136 -1.84338 -0.13288
H -0.05645 -1.45149 1.50346
H -0.20221 0.38684 2.00282
H 1.36189 2.05544 -0.68428
H -1.03344 2.43242 -0.47691
S -2.88456 -0.55344 -0.24225
S 2.87136 -0.40480 -0.14278



Arrangement x

16
Properties=species:S:1:pos:R:3 method="wB97M-V/def2-TZVPD" smiles="S=C[C@]12CS[C@H](C1)C2" homo_energy_ev=-8.54 lumo_energy_ev=-0.48
S 0.74819 -1.65602 2.69776
C 1.03389 -0.46369 1.63455
C 0.37309 -0.10184 0.34883
C 1.17992 0.04836 -0.92040
S 0.02481 0.63149 -2.12331
C -1.27667 0.38859 -0.85313
C -0.65656 1.15747 0.31169
C -0.90768 -0.97783 -0.24458
H 1.92658 0.31748 1.77974
H 1.48354 -0.96392 -1.34783
H 1.96184 0.73130 -0.79578
H -2.22436 0.88320 -1.42734
H -0.25708 2.17612 0.23307
H -1.23655 0.94362 1.19476
H -0.45247 -1.74255 -0.91215
H -1.72049 -1.37176 0.42413



Short version: arrangement x is the most stable of them.



Arrangement w

16
Properties=species:S:1:pos:R:3 method="wB97M-V/def2-TZVPD" smiles="O=C(O)CN[C@H](F)C(F)F" homo_energy_ev=-10.61 lumo_energy_ev=0.44
O -3.57301 -0.31661 0.35720
C -2.46038 0.08641 0.16911
O -2.30028 1.39452 -0.19157
C -1.23740 -0.78454 0.12413
N -0.00256 0.08943 0.22371
C 1.18101 -0.50803 -0.33675
F 1.52246 -1.57704 0.49371
C 2.21904 0.63510 -0.25879
F 3.40753 0.14599 -0.65411
F 2.44556 0.97228 1.08155
H -1.40852 1.57443 0.07324
H -1.39575 -1.36320 -0.73974
H -1.13297 -1.49409 0.84506
H 0.04074 0.44458 1.17280
H 0.90264 -0.66193 -1.43119
H 1.79188 1.36269 -0.92835



Arrangement x

16
Properties=species:S:1:pos:R:3 method="wB97M-V/def2-TZVPD" smiles="NC(O)=C(F)F.CC(=O)F" homo_energy_ev=-8.00 lumo_energy_ev=0.73
N -1.11690 1.60686 1.48366
C -0.58665 1.49760 0.21477
O -1.50270 1.75708 -0.76338
C 0.75604 1.23056 -0.00469
F 1.45271 1.27695 -1.15027
F 1.58477 0.83647 1.01911
H -0.43128 1.54143 2.20785
H -1.98974 1.24380 1.68343
H -1.48823 1.31130 -1.63199
C 1.08443 -2.08092 -0.53785
C -0.25521 -1.43992 -0.52842
O -0.96903 -1.07575 -1.39296
F -0.78441 -1.22848 0.81355
H 1.09601 -2.90113 0.19031
H 1.85706 -1.40919 0.01533
H 1.29312 -2.16665 -1.61845



Short version: arrangement w is the most stable of them.



Arrangement w

9
Properties=species:S:1:pos:R:3 method="wB97M-V/def2-TZVPD" smiles="C=NN=C=O.Br" homo_energy_ev=-9.54 lumo_energy_ev=0.50
C 0.47717 2.09261 -0.69676
N 0.64259 0.81198 -0.71296
N 0.55076 -0.08851 0.27307
C 0.54953 -1.28846 0.45673
O 0.53188 -2.35819 0.87287
H 0.49515 2.78385 0.21385
H 0.71167 2.47138 -1.71682
Br -2.48537 -1.72780 0.63480
H -1.47338 -2.69686 0.67521



Arrangement x

9
Properties=species:S:1:pos:R:3 method="wB97M-V/def2-TZVPD" smiles="C=NN=C=O.Br" homo_energy_ev=-9.72 lumo_energy_ev=0.15
C 0.67836 1.28864 -1.05592
N 1.05210 0.08688 -1.35626
N 0.56521 -1.18957 -0.83323
C 0.58395 -2.45253 -0.93676
O 0.52195 -3.62444 -0.88864
H -0.25295 1.55943 -0.50854
H 1.17362 2.06621 -1.70400
Br -2.67151 0.78586 4.09510
H -1.65073 1.47953 3.18825



Short version: arrangement w is the most stable of them.



Arrangement w

38
Properties=species:S:1:pos:R:3 method="wB97M-V/def2-TZVPD" smiles=Cc1c[nH]c2ccccc12.Cc1c[nH]c2ccccc12 homo_energy_ev=-7.53 lumo_energy_ev=0.79
C 0.33764 -3.13293 1.81007
C 0.98726 -2.21069 0.89122
C 2.41872 -2.10392 0.77737
N 2.75005 -1.32648 -0.34861
C 1.56934 -1.30868 -1.17057
C 1.44511 -1.02043 -2.46717
C 0.11423 -0.87668 -2.93050
C -0.99540 -0.97518 -2.01291
C -0.85426 -1.50616 -0.78089
C 0.43874 -1.76340 -0.36921
H -0.50934 -3.49998 1.35936
H 0.33967 -2.78755 2.88928
H 0.92672 -4.11438 1.99704
H 3.23003 -2.22594 1.53864
H 3.59416 -1.48474 -0.86106
H 2.18466 -0.65150 -3.15987
H -0.39092 -0.70934 -3.83731
H -1.89915 -0.51329 -2.49934
H -1.79145 -1.61778 -0.25577
C 1.67078 1.56567 1.98253
C 0.18555 1.28037 1.45960
C -0.66943 0.38271 2.04826
N -2.02287 0.51593 1.45783
C -1.86969 1.42236 0.41865
C -2.88969 1.77109 -0.47534
C -2.35202 2.77919 -1.34260
C -1.10893 3.35351 -1.37664
C -0.18770 3.01795 -0.42720
C -0.53119 1.95949 0.43326
H 2.09624 0.55433 1.83757
H 1.70401 1.71381 3.18888
H 2.17649 2.29965 1.35460
H -0.57928 -0.35277 2.81025
H -2.57086 -0.28744 1.48880
H -3.88308 1.39997 -0.42283
H -3.01226 2.85040 -2.24084
H -0.70961 3.85222 -2.32191
H 0.65770 3.75062 -0.44262



Arrangement x

38
Properties=species:S:1:pos:R:3 method="wB97M-V/def2-TZVPD" smiles=Cc1c[nH]c2ccccc12.Cc1c[nH]c2ccccc12 homo_energy_ev=-7.63 lumo_energy_ev=0.85
C -1.99810 -3.07266 2.08312
C -1.83955 -2.22286 0.86096
C -1.76291 -2.71164 -0.40535
N -1.68134 -1.66350 -1.28637
C -1.60793 -0.48160 -0.59115
C -1.78817 0.82897 -1.02606
C -1.73395 1.84331 -0.09070
C -1.69192 1.53541 1.27169
C -1.74588 0.22817 1.71696
C -1.70493 -0.80734 0.77722
H -1.19190 -2.83963 2.79472
H -2.00730 -4.11315 1.78957
H -2.89047 -2.79262 2.66170
H -1.78454 -3.72034 -0.78068
H -1.41074 -1.73006 -2.25919
H -1.80930 0.98972 -2.09772
H -1.65565 2.88300 -0.39062
H -1.62712 2.35400 1.98703
H -1.98718 -0.05313 2.73357
C 1.66079 -2.18156 -0.75811
C 1.77108 -0.86028 -0.07827
C 1.78797 -0.68921 1.26920
N 1.80932 0.66937 1.55580
C 1.76701 1.38378 0.39281
C 1.86275 2.74884 0.14843
C 1.79315 3.12347 -1.18639
C 1.68660 2.20113 -2.23477
C 1.69541 0.84421 -2.00014
C 1.77730 0.45119 -0.66608
H 0.69882 -2.35721 -1.22408
H 1.84916 -2.99763 -0.04915
H 2.43143 -2.37536 -1.50622
H 1.65426 -1.37625 2.09461
H 1.81554 1.00382 2.50119
H 2.09446 3.47704 0.90648
H 1.74313 4.18272 -1.40173
H 1.52882 2.65906 -3.20160
H 1.68830 0.18812 -2.86243



Short version: arrangement x is the most stable of them.



Arrangement w

9
Properties=species:S:1:pos:R:3 method="wB97M-V/def2-TZVPD" smiles="O=C1C=C([O-])[C@@H]1Cl" homo_energy_ev=-4.13 charge=-1 lumo_energy_ev=3.87
O 0.34066 -2.20255 -0.21782
C 0.28900 -0.97811 -0.24881
C -0.53922 0.00466 -0.82514
C 0.08541 1.11982 -0.26824
O -0.00729 2.33039 -0.18367
C 1.18721 0.06078 0.45828
Cl 2.85205 0.13353 -0.13411
H -1.41892 -0.08261 -1.44445
H 1.23103 0.05338 1.54773



Arrangement x

9
Properties=species:S:1:pos:R:3 method="wB97M-V/def2-TZVPD" smiles="O=C=C/C([O-])=C/Cl" homo_energy_ev=-3.00 charge=-1 lumo_energy_ev=3.85
O -2.50883 0.45464 -0.22395
C -1.65677 0.33845 0.57952
C -0.58162 -0.05056 1.15567
C 0.80197 0.11566 0.22207
O 1.71581 0.73752 0.75616
C 0.61144 -0.36409 -1.07666
Cl 2.11457 -0.23785 -2.11215
H -0.34336 -0.09441 2.28998
H -0.15321 -0.89937 -1.59064



Short version: arrangement w is the most stable of them.